Density functional theory data (ωB97M-V/def2-TZVPD) for a molecular structure, C27H69CuN4O12.

Element x y z (Å)
H  2.79  0.63  -3.28
H  -1.86  -7.04  -4.37
O  0.51  2.04  1.53
H  -3.00  4.05  -2.57
H  -0.95  -3.73  -3.42
H  -1.50  4.91  -2.91
H  4.37  -2.27  4.59
O  -3.93  -3.68  1.09
H  3.11  0.75  0.91
O  -1.35  -1.27  3.20
C  4.49  -1.39  2.13
C  2.45  5.50  1.15
H  -3.43  -5.56  1.29
H  -6.10  3.71  -0.71
C  3.85  -2.88  3.84
H  -0.10  3.03  -2.70
H  -2.31  0.02  -0.33
H  2.25  1.42  5.87
H  1.25  -3.82  -4.43
C  -3.34  0.30  -0.57
H  3.15  4.94  3.86
H  -5.57  -2.92  0.24
H  -5.59  -2.72  1.99
H  -2.90  2.28  0.10
O  1.74  2.41  4.13
C  3.04  2.77  3.73
C  -5.15  3.53  -0.22
C  1.81  5.28  -0.20
H  0.59  -5.09  -6.50
H  -3.35  0.42  -1.66
H  -4.88  -5.28  2.15
H  -2.00  -4.53  3.71
O  -0.88  3.31  -0.89
H  3.09  0.20  -0.68
C  0.35  -3.63  -5.03
H  1.44  7.57  -2.57
H  2.22  4.54  -0.89
C  -4.22  -1.34  1.02
H  -1.54  1.92  -2.18
H  2.84  -2.47  3.80
H  -1.68  -5.46  -3.58
H  -5.01  -5.33  0.41
O  0.63  -0.13  1.68
H  -4.34  4.20  -0.49
N  -4.27  -0.84  -0.36
H  1.38  5.79  -2.58
O  4.60  -2.71  2.64
H  0.73  5.12  -0.08
H  3.55  -0.19  -4.70
C  4.01  -1.24  0.70
H  -0.73  -6.81  -3.03
C  -3.77  1.61  0.12
Cu  0.33  3.64  3.11
O  -0.06  -6.13  -4.81
C  3.21  4.17  3.09
H  4.59  0.89  0.05
C  -2.03  -3.44  3.77
H  -2.11  3.71  -4.00
O  0.10  0.84  -0.33
H  -0.36  2.59  -0.49
H  -0.51  -3.04  2.36
H  -0.10  -2.65  4.07
C  -0.28  -1.81  -3.53
H  1.67  -2.49  -2.65
C  -1.99  3.93  -2.93
H  3.79  2.73  4.52
H  -1.00  -1.55  -2.75
H  1.87  0.30  4.49
H  -5.28  3.56  0.87
C  -4.36  -5.00  1.23
C  3.75  0.22  0.19
H  2.18  3.60  1.36
C  3.03  -0.33  -3.75
H  0.05  6.88  -1.86
H  3.51  5.76  1.03
C  -1.09  2.91  -2.26
N  2.20  4.35  2.04
H  5.50  -0.96  2.23
H  0.63  -2.91  -5.80
C  -0.07  -4.99  -5.63
O  1.88  -1.06  -4.15
H  -3.88  1.33  1.17
H  1.04  -0.92  -2.22
N  2.73  -1.94  0.55
C  -1.15  -6.35  -3.92
H  0.65  1.25  5.31
C  0.43  0.90  1.00
H  3.82  -0.74  2.71
H  2.78  -2.77  1.12
H  2.07  6.42  1.59
H  3.73  -0.78  -3.04
H  3.90  -3.93  4.10
H  -2.32  -3.27  4.81
H  0.02  -0.10  -0.51
H  -0.46  -1.06  -4.31
H  -2.91  -3.19  3.18
C  -4.95  -2.66  1.10
H  -5.10  -0.40  -0.73
N  -0.63  -3.07  -4.14
H  -1.02  -5.00  -6.18
H  1.99  -1.32  0.90
O  -4.89  2.15  -0.52
C  1.17  -1.60  -3.06
H  -4.61  -0.58  1.71
H  -3.19  -1.57  1.28
H  4.18  4.15  2.59
C  -0.87  -2.59  3.29
O  1.86  6.57  -0.83
H  3.25  2.04  2.93
C  1.68  1.26  4.95
H  -0.68  -0.74  2.73
H  4.69  -1.78  0.04
C  1.11  6.68  -2.03

Results
Strongest force on any atom   3.26 eV/A
Expectation value of S²   0.7543
E_LUMO (spin up / spin down)   -2.40 / -7.33 eV
HOMO energy (spin up / spin down)   -10.38 / -10.38 eV
Charge   +1
Frontier orbital gap (spin up / spin down)   7.986 / 3.055 eV
Multiplicity   2

Mulliken atomic charge list, values in e, 8 entries:
1 H 0.242
2 H 0.278
3 O -0.064
4 H 0.192
5 H 0.298
6 H 0.183
7 H 0.333
8 O -0.232